(1)
This record from the OMol25 dataset describes a molecular structure, C11H22B3BeCsF10N2O17PSV in a non-equilibrium geometry. The level of theory is ωB97M-V with the def2-TZVPD basis set.

## Properties
Total charge: 0
Energy relative to the best compared isomer or geometry (same formula, charge and spin): 0.0 kcal/mol
HOMO: -7.60 eV
2S+1: 1
LUMO energy: -6.7 eV
HOMO-LUMO gap: 0.03230 hartree

XYZ file:
```
70
Properties=species:S:1:pos:R:3:forces:R:3:mulliken_charge:R:1
F -5.992 -2.937 1.759 0.2 -0.3 0.3 -0.205
B -5.102 -3.926 1.857 -0.7 -0.6 0.4 0.603
O -5.243 -5.034 1.040 0.3 1.1 -0.6 -0.359
B -4.006 -5.339 0.464 -0.2 -1.3 0.7 0.619
O -2.936 -5.388 1.347 0.4 1.0 -1.0 -0.380
B -2.869 -4.159 1.990 0.1 -1.0 1.0 0.060
C -1.662 -3.195 1.816 -0.1 0.5 0.1 -0.662
C -1.843 -1.782 2.427 0.4 -0.9 -0.9 -0.413
C -1.365 -0.669 1.572 -1.0 -0.1 -0.6 0.406
F -0.040 -0.662 1.254 0.5 0.6 1.3 -0.310
C -2.104 0.349 1.105 0.4 0.3 0.2 0.020
F -1.815 1.631 1.210 0.5 -0.1 -0.6 -0.116
F -3.269 0.229 0.450 -0.4 -0.5 1.5 -0.314
O -4.023 -3.817 2.711 0.0 1.0 -0.9 -0.383
H -3.850 -5.425 -0.708 -0.1 -0.2 0.0 -0.105
H -1.548 -3.078 0.732 0.0 -0.2 -0.1 0.331
H -0.728 -3.655 2.140 0.0 -0.1 0.0 0.450
H -1.234 -1.731 3.334 -0.2 0.2 0.1 0.325
H -2.876 -1.587 2.706 0.0 0.0 0.1 0.358
O -0.232 1.491 -1.084 0.2 0.3 0.2 -0.908
H -0.271 0.704 -0.545 -0.1 -0.7 -0.1 0.141
C 2.123 0.501 -4.912 2.3 0.7 0.7 -0.117
O 2.557 -0.142 -5.872 -0.4 0.1 0.0 -0.740
N 2.596 1.628 -4.437 -0.2 0.5 0.3 0.164
C 1.977 2.304 -3.298 -0.1 -0.1 -0.1 -0.573
C 3.788 2.233 -5.018 0.1 -0.3 -0.1 -1.024
H 1.245 0.147 -4.372 1.4 0.8 1.6 0.480
H 1.668 3.306 -3.596 0.0 0.0 0.0 0.315
H 2.709 2.384 -2.494 0.0 0.0 0.0 0.119
H 1.108 1.760 -2.919 0.0 0.0 0.1 0.265
H 3.647 2.474 -6.071 -0.1 0.0 0.0 0.309
H 4.597 1.516 -4.927 0.2 0.1 -0.1 0.353
H 4.027 3.136 -4.466 0.1 0.0 0.0 0.389
O -4.611 -8.103 1.377 -1.3 1.1 1.2 -0.802
V -5.622 -8.285 2.688 0.1 -1.4 0.4 1.650
O -6.697 -7.690 3.804 1.3 0.5 -1.7 -0.783
O 5.762 2.018 -1.761 -0.4 0.2 -0.3 -0.430
S 6.606 1.331 -2.748 -0.1 -0.2 0.3 1.379
O 6.106 -0.034 -2.909 0.1 -0.1 0.2 -0.532
O 8.002 1.318 -2.312 0.1 -0.2 -0.3 -0.419
O 6.555 2.046 -4.029 0.3 0.4 0.2 -0.481
Be -3.648 1.759 -1.080 0.1 0.4 -0.6 0.173
C -8.627 -2.873 3.521 0.0 -0.1 0.0 -0.032
C -9.525 -3.793 2.714 0.1 0.0 -0.1 -0.317
O -10.795 -3.599 3.340 0.0 0.0 0.0 -0.355
C -10.793 -2.389 3.953 0.1 0.0 -0.1 0.599
O -11.747 -1.864 4.416 -0.2 0.1 0.1 -0.499
O -9.542 -1.865 3.957 0.0 0.0 0.0 -0.355
H -7.828 -2.433 2.939 -0.1 0.2 0.0 0.158
H -8.206 -3.369 4.398 0.0 0.0 0.0 0.219
H -9.597 -3.490 1.668 0.0 0.0 0.0 0.286
H -9.231 -4.838 2.764 -0.1 0.0 0.1 0.305
C 6.473 5.426 -2.101 -0.4 1.2 1.9 0.872
O 7.248 4.478 -1.842 0.2 -0.7 -1.1 -0.240
O 5.980 6.122 -1.091 0.2 -0.5 -0.5 -0.480
O 6.181 5.670 -3.277 0.1 -0.6 -0.3 -0.441
H 6.424 5.768 -0.268 0.2 0.3 0.0 0.479
Cs -0.130 -0.486 -5.752 -3.4 -1.6 -2.3 1.000
N 1.736 1.612 1.082 0.1 0.1 0.0 -0.307
H 0.729 1.786 0.935 -0.1 0.1 -0.6 0.241
H 2.124 2.209 1.812 0.1 0.0 -0.1 0.405
H 1.871 0.629 1.317 0.0 0.0 0.0 0.375
H 2.180 1.797 0.180 -0.1 0.1 -0.1 0.254
F 7.456 4.958 0.812 -0.3 0.0 0.5 -0.444
P 9.117 5.414 1.024 0.8 0.0 0.2 1.044
F 10.626 5.301 0.371 -0.4 0.6 0.4 -0.332
F 9.208 3.780 1.192 -0.2 0.5 -0.7 -0.315
F 9.910 5.457 2.477 -0.7 -0.2 -0.1 -0.321
F 8.428 6.776 1.665 0.5 -0.1 -0.3 -0.321
F 8.842 6.190 -0.426 0.0 -0.8 0.0 -0.337
```
Forces are in eV/Å.


(2)
This record from the OMol25 dataset describes 8 unconnected molecules or ions with the total composition C11H22Br6Cl10 in a non-equilibrium geometry. The level of theory is ωB97M-V with the def2-TZVPD basis set.

## Properties
Total charge: 0
HOMO: -10.00 eV
2S+1: 1
LUMO energy: 0.2 eV
HOMO-LUMO gap: 0.37397 hartree

XYZ file:
```
49
Properties=species:S:1:pos:R:3:forces:R:3:mulliken_charge:R:1
Br 1.489 0.811 4.371 0.1 0.0 0.2 -0.077
C 1.252 -0.378 2.850 -0.4 0.8 0.2 -0.231
C 1.476 -1.810 3.161 -0.5 -0.5 -0.1 0.026
Br 3.287 -2.184 3.620 0.6 -0.2 0.1 -0.139
H 1.875 -0.013 2.041 0.3 0.0 0.9 0.121
H 0.217 -0.213 2.538 0.1 -0.2 0.1 0.133
H 1.234 -2.419 2.289 0.1 0.1 0.0 -0.277
H 0.844 -2.151 3.973 0.0 0.0 0.2 0.464
Br 4.819 1.911 2.631 0.5 -0.2 0.3 -0.116
C 3.558 2.978 1.679 -0.7 0.3 0.9 -0.331
C 3.554 2.601 0.255 0.2 -0.1 -0.3 -0.485
Br 1.992 3.402 -0.515 -0.4 0.4 -0.5 -0.126
H 3.752 4.037 1.805 0.3 0.0 0.2 0.445
H 2.588 2.767 2.124 0.0 0.0 0.1 -0.055
H 3.469 1.529 0.145 0.1 -0.2 -0.3 0.307
H 4.419 3.010 -0.248 0.1 -0.2 -0.3 0.398
Br -0.197 0.579 -4.154 -0.2 -1.0 -0.2 -0.093
C 0.322 2.291 -3.567 0.6 0.9 1.0 0.034
C -0.477 3.405 -4.150 -0.6 0.3 -0.2 -0.649
Br -0.516 3.423 -6.087 0.2 0.1 -0.1 -0.161
H 1.389 2.441 -3.707 0.0 -0.2 -0.4 0.413
H 0.179 2.333 -2.484 -0.1 -0.2 -0.1 -0.275
H -0.079 4.359 -3.816 0.1 0.1 -0.1 0.381
H -1.522 3.353 -3.856 0.0 -0.1 0.1 0.369
C -1.455 -3.723 -4.343 0.1 0.5 -0.6 -0.326
Cl -1.369 -3.739 -2.607 0.0 0.0 0.9 -0.033
Cl -1.298 -5.332 -5.029 -0.1 0.0 -0.1 -0.159
H -2.394 -3.256 -4.617 -0.1 -0.3 -0.1 0.321
H -0.646 -3.097 -4.708 0.1 -0.2 0.0 0.203
C -4.073 -0.057 1.779 -0.2 -0.5 -0.5 0.100
Cl -5.083 1.233 2.346 -0.5 0.5 0.3 -0.159
Cl -5.008 -1.378 1.031 -0.1 -0.1 0.0 -0.183
H -3.437 0.326 1.001 0.3 0.1 0.1 -0.036
H -3.535 -0.486 2.605 0.3 0.0 0.2 0.257
C -0.761 2.509 2.044 1.0 -0.1 -0.2 0.603
Cl -1.824 2.106 3.331 -0.8 -0.3 0.8 -0.121
Cl -1.449 2.192 0.456 -0.3 0.2 -0.4 -0.154
H -0.486 3.547 2.147 0.0 0.2 -0.3 0.425
H 0.119 1.884 2.141 0.1 0.1 -0.1 -0.741
C -0.289 -0.829 -0.668 -0.2 0.4 -0.5 -0.218
Cl -1.431 -1.384 0.559 0.2 -0.2 -0.2 -0.135
Cl 1.166 -0.144 0.032 0.2 -0.2 -1.1 -0.046
H -0.044 -1.626 -1.354 0.1 -0.3 0.2 0.306
H -0.731 -0.022 -1.236 -0.3 0.0 0.1 0.032
C -1.067 -4.981 0.735 0.0 0.2 -0.5 -0.070
Cl 0.631 -4.471 0.665 0.0 -0.1 0.0 -0.141
Cl -1.621 -5.267 2.378 0.0 0.0 0.0 -0.167
H -1.660 -4.194 0.284 0.0 0.1 0.2 -0.036
H -1.178 -5.872 0.131 0.1 -0.2 0.2 0.403
```
Forces are in eV/Å.


(3)
This record from the OMol25 dataset describes a molecular structure, C11H22CeCl2O in a non-equilibrium geometry. The level of theory is ωB97M-V with the def2-TZVPD basis set.

## Properties
Total charge: -1
HOMO (alpha / beta): -1.54 / -1.57 eV
2S+1: 2
LUMO energy (alpha / beta): 2.7 / 2.7 eV
HOMO-LUMO gap (alpha / beta): 0.15614 / 0.15557 hartree

XYZ file:
```
37
Properties=species:S:1:pos:R:3:forces:R:3:mulliken_charge:R:1
Ce 1.051 1.756 2.028 0.7 -1.0 -1.8 0.630
Cl 0.228 3.737 0.678 -0.8 1.5 -0.7 -0.584
Cl 3.315 1.693 3.146 1.6 0.0 1.1 -0.588
C 1.554 0.503 0.213 0.2 0.8 1.3 0.230
H 1.186 0.647 -0.800 0.4 0.1 0.7 -1.144
H 2.417 -0.193 0.291 -0.2 0.2 -0.3 0.145
C -0.503 -0.832 -1.708 1.7 -0.9 -0.2 -0.020
C 0.739 -1.387 -1.848 -2.1 0.3 0.1 -0.513
H -1.317 -1.367 -1.211 0.4 0.0 0.1 0.563
C 1.840 -0.768 -2.650 0.1 0.5 -0.4 -0.638
H 0.968 -2.351 -1.385 -0.3 0.1 -0.2 0.297
C 1.605 0.711 -3.047 0.5 -0.1 -0.1 -0.682
H 2.806 -0.872 -2.139 -0.3 0.1 0.0 0.262
H 1.933 -1.327 -3.595 0.0 -0.2 0.2 0.460
C 0.136 1.065 -3.242 -0.2 -0.1 -0.1 -0.812
H 2.071 1.385 -2.324 -0.1 -0.2 0.0 0.327
H 2.133 0.878 -3.995 -0.1 0.1 0.1 0.415
C -0.794 0.577 -2.116 -0.2 0.3 -0.6 -0.636
H 0.032 2.147 -3.381 0.0 -0.1 0.1 0.324
H -0.195 0.597 -4.175 -0.1 0.0 -0.1 0.362
H -0.732 1.276 -1.263 0.1 -0.4 0.0 0.030
H -1.832 0.630 -2.475 0.1 0.1 0.0 0.488
C 0.758 -1.817 2.424 0.2 -0.2 0.3 -1.258
C -0.626 -1.276 2.133 -0.1 0.2 -0.3 0.254
O -0.649 0.153 2.354 -1.1 -0.8 0.5 -0.178
C -1.891 0.786 2.703 0.0 -0.4 0.1 -0.256
C -3.125 0.153 2.075 -0.1 0.1 0.0 -1.124
H 1.518 -1.416 1.737 -0.5 0.1 0.1 0.135
H 0.729 -2.903 2.301 0.0 0.0 0.0 0.417
H 1.068 -1.618 3.459 -0.1 0.0 -0.1 0.342
H -0.892 -1.456 1.081 0.1 0.1 0.2 -0.173
H -1.387 -1.750 2.769 0.2 0.1 0.0 0.397
H -1.972 0.773 3.798 -0.1 0.0 0.0 0.255
H -1.806 1.838 2.384 0.0 -0.3 0.0 0.327
H -3.323 -0.844 2.478 0.1 0.1 -0.1 0.342
H -3.992 0.773 2.317 0.1 0.0 0.0 0.389
H -3.047 0.096 0.985 0.1 0.0 0.1 0.218
```
Forces are in eV/Å.


(4)
This record from the OMol25 dataset describes a molecular structure, C11H22Cl2N2O5P2S2 in a non-equilibrium geometry. The level of theory is ωB97M-V with the def2-TZVPD basis set.

## Properties
Total charge: 0
HOMO: -8.44 eV
2S+1: 1
LUMO energy: -0.8 eV
HOMO-LUMO gap: 0.27904 hartree

XYZ file:
```
46
Properties=species:S:1:pos:R:3:forces:R:3:mulliken_charge:R:1
C 4.249 3.224 1.341 -0.6 0.2 0.0 -0.876
C 3.591 3.127 -0.185 0.5 -1.0 1.3 -0.003
Cl 2.863 4.804 -0.538 0.6 -1.7 0.1 -0.170
C 2.381 1.973 -0.143 1.5 2.1 -0.1 -0.149
Cl 1.435 2.172 -1.748 0.6 -0.6 1.8 -0.148
O 3.074 0.675 -0.122 -2.5 -1.0 2.2 -0.360
P 2.226 -0.517 0.823 -2.6 0.0 0.3 0.923
O 0.730 -0.153 1.180 5.2 -1.0 -1.4 -0.482
O 2.382 -2.044 -0.070 -0.9 3.7 1.9 -0.397
C 1.117 -2.385 -0.739 -1.5 -1.2 -1.7 -0.267
C 0.603 -1.266 -1.839 -0.9 -0.2 0.8 0.338
C -0.415 -1.992 -2.931 1.1 2.4 -0.8 -0.687
S -2.197 -1.871 -2.279 0.2 0.4 0.7 0.005
C -2.875 -0.136 -2.479 0.3 2.0 -2.5 -0.110
S -2.839 0.525 -4.082 -0.1 -1.4 3.4 -0.172
N -3.470 0.733 -1.394 1.4 -2.9 -0.2 0.172
C -2.573 0.857 -0.180 -0.2 0.7 1.7 -0.386
C -2.695 -0.406 0.870 1.4 -0.8 -0.3 0.100
O -3.970 -1.145 0.788 -0.3 2.2 -0.2 -0.396
C -5.055 -0.183 0.538 0.1 0.7 -1.0 -0.314
C -4.887 0.338 -1.034 -1.9 1.3 0.8 -0.591
O 3.118 -0.709 2.325 -3.1 -1.0 -2.7 -0.397
P 2.223 -1.856 3.285 2.3 -3.2 1.4 0.466
N 3.108 -3.149 3.772 -0.4 3.3 -1.7 -0.725
H 3.400 2.900 2.080 1.7 0.6 -1.2 0.236
H 5.174 2.520 1.494 -1.9 1.4 -0.5 0.238
H 4.507 4.351 1.607 -0.4 -2.6 -0.8 0.341
H 4.396 2.837 -0.987 -1.8 0.8 1.5 0.340
H 1.754 2.219 0.814 0.7 -0.9 -2.2 0.380
H 0.277 -2.702 0.039 1.8 1.0 -1.6 0.142
H 1.330 -3.375 -1.371 0.0 2.2 1.5 0.326
H 1.509 -0.712 -2.339 -1.7 -1.4 0.9 0.291
H -0.068 -0.444 -1.291 1.7 -1.8 -1.2 -0.358
H -0.098 -3.089 -3.207 -1.0 2.1 0.6 0.366
H -0.394 -1.282 -3.890 0.0 -1.9 1.9 0.269
H -1.435 1.079 -0.456 -2.6 -0.7 0.4 0.010
H -2.954 1.815 0.418 0.8 -1.9 -1.5 0.260
H -2.504 -0.095 1.983 -0.4 -0.2 -2.1 0.331
H -1.847 -1.178 0.573 -1.9 1.5 0.7 -0.154
H -6.137 -0.631 0.662 2.4 0.4 -0.2 0.306
H -4.991 0.743 1.280 0.0 -1.9 -1.5 0.247
H -5.359 -0.389 -1.820 1.2 1.2 1.6 0.332
H -5.532 1.340 -1.090 1.2 -2.1 0.0 0.277
H 1.706 -1.131 4.429 0.1 0.1 -1.2 0.108
H 1.088 -2.399 2.569 0.5 1.2 0.2 0.107
H 4.054 -2.990 3.344 -0.8 -0.6 0.7 0.235
```
Forces are in eV/Å.


(5)
This record from the OMol25 dataset describes a molecular structure, C11H22CuO3 in a non-equilibrium geometry. The level of theory is ωB97M-V with the def2-TZVPD basis set.

## Properties
Total charge: +1
HOMO: -11.28 eV
2S+1: 1
LUMO energy: -6.8 eV
HOMO-LUMO gap: 0.16494 hartree

XYZ file:
```
37
Properties=species:S:1:pos:R:3:forces:R:3:mulliken_charge:R:1
C 4.530 -1.919 -0.175 -0.7 1.1 0.4 -0.810
C 5.239 -0.450 -0.387 -0.5 0.1 -1.1 -0.430
C 4.078 0.723 -0.551 0.4 0.1 0.3 -0.574
C 3.314 1.033 0.900 0.4 1.5 -0.5 -0.529
C 1.741 1.514 0.696 0.6 -0.4 -0.1 -0.737
C 0.674 0.267 0.627 -0.8 0.1 0.5 -0.385
C -0.157 0.206 -0.822 -0.7 0.0 0.7 -0.489
C -1.646 0.917 -0.552 0.1 5.8 -0.7 0.292
O -1.644 2.273 -0.683 -0.7 -8.7 0.9 -0.551
O -2.842 0.129 -0.173 3.0 2.8 -1.8 -0.234
C -4.090 0.849 -0.473 -2.2 0.8 0.1 -0.316
C -5.281 -0.321 -0.558 0.8 0.1 -0.2 -0.367
O -6.594 0.178 -0.115 1.0 -2.2 1.1 -0.326
C -7.280 -0.862 0.721 -0.5 -0.1 0.0 -0.555
H 5.401 -2.706 -0.030 -1.0 0.3 -0.5 0.245
H 3.817 -1.952 0.770 1.6 0.1 -1.9 0.341
H 3.874 -2.265 -1.108 1.8 0.6 2.0 0.304
H 5.853 -0.477 -1.402 -1.2 -0.1 2.1 0.320
H 6.025 -0.186 0.466 -1.9 -0.5 -1.6 0.328
H 3.282 0.472 -1.396 1.8 0.1 1.8 0.267
H 4.661 1.682 -0.954 -1.4 -2.0 1.1 0.326
H 3.444 0.154 1.661 -0.4 1.6 -1.5 0.268
H 3.883 1.984 1.341 -1.2 -2.2 -0.7 0.288
H 1.712 2.091 -0.339 -0.1 -0.9 2.4 0.323
H 1.452 2.234 1.595 0.6 -1.5 -2.1 0.334
H -0.121 0.463 1.495 1.7 -0.6 -1.9 0.330
H 1.150 -0.791 0.874 -0.8 2.3 -0.7 0.260
H 0.416 0.874 -1.616 -1.6 -1.4 1.7 0.295
H -0.272 -0.889 -1.234 0.1 2.2 1.0 0.330
H -4.373 1.649 0.355 0.8 -1.9 -1.6 0.256
H -4.027 1.435 -1.488 0.1 -1.3 2.0 0.284
H -4.940 -1.242 0.114 -0.6 1.9 -1.5 0.283
H -5.375 -0.613 -1.689 0.2 0.2 2.2 0.206
H -6.582 -1.244 1.606 -1.4 0.8 -2.0 0.271
H -7.642 -1.767 0.039 0.9 1.8 1.4 0.244
H -8.240 -0.369 1.179 2.0 -0.8 -1.0 0.232
Cu 6.560 -3.072 1.306 -0.4 0.2 -0.2 0.676
```
Forces are in eV/Å.


Number 1: DFT total energy -4612.24228 Ha. Number 2: DFT total energy -20478.31484 Ha. Number 3: DFT total energy -1903.06983 Ha. Number 4: DFT total energy -3317.29577 Ha. Number 5: DFT total energy -2297.94613 Ha.